[1]
Below is an isolated molecule of C9H18N2O4, with properties calculated with the ωB97M-V functional and the def2-TZVPD basis.

Structure (XYZ):
```
33
Properties=species:S:1:pos:R:3:forces:R:3
C 3.0674 0.0019 -0.5471 0.7183 0.4629 1.9539
C 1.6663 -0.0207 0.0046 0.2324 1.5616 1.1931
C 4.0180 -0.5806 0.5465 -1.6802 -0.7816 -1.7624
C -0.6492 0.5588 -0.3516 -0.3746 0.2044 0.4774
C -0.5648 1.5654 0.8023 -0.3107 -0.5037 0.8675
C -1.1945 -0.8433 -0.1169 -0.3305 -1.5806 1.0700
C -2.7555 -1.0052 -0.2247 0.1600 -1.6567 1.2586
C -3.3228 -0.1354 -1.3440 -2.0859 -0.2324 0.7515
C -3.3976 -0.8912 1.1960 -0.1295 0.0274 -0.3559
H 2.7118 1.6598 -1.5348 0.9665 0.1706 0.0550
H 3.2396 1.9984 -0.1069 0.3400 -0.2219 0.3173
H 3.0135 -0.5772 -1.4332 0.7994 -0.7649 -0.9750
H 4.9820 -0.6370 0.1348 1.5038 0.5950 -0.3395
H 3.9641 -0.0264 1.4707 0.0083 0.2781 0.1892
H 2.9175 -2.0305 1.3324 1.5518 0.2896 -1.3371
H 0.6613 0.0406 -1.7536 0.7071 0.3058 -0.0082
H -1.2298 1.0810 -1.1488 0.5452 -0.4155 0.5614
H -0.8908 -1.2916 0.8899 -0.2573 1.0576 -1.1736
H -0.6257 -1.5188 -0.8249 -0.9781 0.7021 0.2885
H -2.9545 -2.1014 -0.4222 0.3871 1.0985 -0.4443
H -4.4377 -0.1822 -1.5155 0.8658 -0.2721 0.8032
H -3.1529 0.9283 -1.1445 0.2627 -0.2227 -0.5028
H -2.9800 -0.5461 -2.2703 0.8516 0.4633 -0.8007
H -4.4359 -1.2381 1.2220 0.0173 0.3182 -0.3033
H -2.9099 -1.4759 1.9726 0.4669 -0.5193 -0.3959
H -3.3200 0.0835 1.6272 -0.2408 1.0353 -0.0329
H 0.1244 3.2421 1.0990 0.1343 -0.2521 -0.7830
N 3.4710 1.3799 -0.8840 -1.6024 0.1327 -0.8006
N 0.7058 0.4541 -0.8259 -0.4498 -0.8322 -2.1541
O 1.4428 -0.0799 1.1998 0.0238 -0.5599 0.3907
O 3.6934 -1.9471 0.6893 -1.8419 -0.7962 1.9899
O -0.9589 1.4947 1.9461 0.0302 0.0760 -1.4923
O 0.1014 2.6399 0.3156 -0.2908 0.8326 1.4945
```
Positions in Å, forces in eV/Å.

Computed properties:
SMILES string: CC(C)C[C@H](NC(=O)[C@@H](N)CO)C(=O)O
Largest force on an atom in eV Å⁻¹: 2.8
Orbital gap in eV: 10.1
Relative energy (zero: lowest compared OMol25 entry of this formula, charge and spin) in kJ/mol: 234.8

---

[2]
Below is an isolated molecule of C9H18N2O4, with properties calculated with the ωB97M-V functional and the def2-TZVPD basis.

Structure (XYZ):
```
33
Properties=species:S:1:pos:R:3:forces:R:3
C -0.1005 -1.1865 0.4837 1.1229 -1.1809 1.3682
C 0.3091 -0.9463 -0.9818 3.6931 0.5632 -0.5777
C -1.3187 -0.3831 0.9446 0.0729 -0.1226 -3.1904
C -2.2314 0.1194 -0.2190 -1.3489 1.1235 -0.7362
C -3.5935 -0.7317 -0.4139 2.9830 -0.1838 1.5799
C -2.6745 1.6666 -0.1056 1.2113 -1.8079 -1.0923
C 2.5616 0.5980 -0.8969 1.9022 -1.8155 -3.6399
C 3.7327 -0.1538 -0.2472 0.2004 0.9493 -0.0168
C 2.0435 1.4795 0.1374 -1.6742 0.1013 1.9050
H 0.7343 -0.7333 2.4539 0.0904 -0.3769 -1.2939
H 1.6285 -1.9445 1.7852 -0.8818 -0.6824 -0.5197
H -0.3771 -2.2140 0.5250 -0.6161 -0.8891 -1.0403
H -0.8842 0.3367 1.5320 0.5108 2.5551 1.3942
H -1.8893 -0.9788 1.5572 -1.2342 -1.4525 1.6456
H -1.6704 -0.0219 -1.1810 -0.8598 0.4671 1.0700
H -3.8770 -0.6189 -1.4216 -0.2274 -0.5216 -1.3470
H -3.3559 -1.7657 -0.0607 -0.5094 0.5379 -0.8825
H -4.4257 -0.3806 0.1504 -0.4268 0.5183 0.8758
H -3.3320 1.7731 0.7094 -0.8794 0.1121 1.1699
H -1.8107 2.3174 0.0956 -0.3596 0.0353 -0.4708
H -3.2497 1.9384 -1.0189 0.7203 0.0329 0.5287
H 1.8342 -0.7444 -2.3240 -0.3836 0.1352 -0.0012
H 3.1577 0.9845 -1.8237 -1.6596 0.0727 1.3540
H 1.9121 0.6232 0.8443 -1.2569 1.4239 0.6082
H 2.7741 2.0826 0.6382 0.6391 0.4566 -0.3741
H 0.1059 1.8667 0.1310 -1.4567 -0.9963 0.4152
H 2.5923 -1.2733 0.4728 0.0857 -1.0383 -0.2299
N 0.9738 -1.2069 1.5596 -0.3095 2.1192 0.4903
N 1.6182 -0.4248 -1.3908 -2.0730 0.1818 0.9291
O -0.3394 -1.4187 -1.8720 -0.7472 -0.5701 -0.1691
O 4.7550 0.4274 -0.0985 1.5471 0.2198 0.0551
O 0.8812 2.3169 -0.1151 2.6484 -0.1251 -0.4898
O 3.5155 -1.4034 0.1503 -0.5234 0.1579 0.6826
```
Positions in Å, forces in eV/Å.

Computed properties:
SMILES string: CC(C)C[C@H](N)C(=O)N[C@@H](CO)C(=O)O
Largest force on an atom in eV Å⁻¹: 4.5
Orbital gap in eV: 10.0
Relative energy (zero: lowest compared OMol25 entry of this formula, charge and spin) in kJ/mol: 424.5

---

[3]
Below is a cluster of 2 separate species, C9H18N2O4P2S2 in total, with properties calculated with the ωB97M-V functional and the def2-TZVPD basis.

Structure (XYZ):
```
37
Properties=species:S:1:pos:R:3:forces:R:3
C -2.6895 2.3927 4.4412 -0.7019 0.4039 1.3255
P -2.6403 2.3909 2.5318 0.9554 1.0423 0.4980
C -4.1419 3.3602 1.8290 -1.2365 0.7532 -0.3033
P -2.5124 0.3631 1.7018 -0.5503 -0.5680 0.3488
S -3.4700 -1.0341 3.0821 0.8053 0.1954 0.4060
C -0.6562 -0.0718 1.5900 1.1571 -0.4192 0.3300
C -0.2095 -0.7654 0.1450 1.5997 1.8274 -0.1388
S -1.0926 -2.3757 -0.2248 -0.6208 0.3633 -1.5322
C -1.8124 -2.4155 -1.9539 -0.4285 1.2157 -3.1045
N -1.6088 -1.5435 -3.1728 -2.5822 -5.3304 3.9247
N -2.4491 -2.0942 -4.1671 -2.2384 -4.9246 4.7713
C -3.1727 -3.2940 -3.5542 2.7164 3.4888 -0.7188
O -2.7637 -3.5454 -2.1460 1.6869 4.6795 -3.9517
H -2.5872 3.5166 4.8202 -0.0668 -2.3915 -0.9343
H -3.6967 1.9942 4.9094 2.0386 0.5716 -0.9731
H -1.7811 1.7764 4.8632 -1.8154 1.2156 -0.9472
H -3.7537 4.2264 1.1066 -0.6657 -2.1196 1.5694
H -4.8747 2.6702 1.2231 1.3648 1.3946 1.2615
H -4.7380 3.9242 2.6912 1.2408 -1.4508 -1.7402
H -2.8255 -1.0089 4.3294 -0.3024 0.3642 -1.2885
H -0.0529 0.9219 1.7356 -1.0090 -1.9001 -0.4360
H -0.3444 -0.8074 2.4471 -0.6342 1.4085 -1.5870
H 0.9471 -1.0283 0.2740 -2.5669 0.4155 -0.3267
H -0.2471 0.0242 -0.7430 -0.2802 -1.8625 1.8695
H -3.9803 -3.9734 -4.1097 2.1835 1.6323 1.6858
C 6.5682 1.1193 -1.5328 0.4185 0.1400 0.2769
O 5.4518 0.7962 -2.3594 -0.6542 -0.8281 0.1615
C 4.7646 -0.3051 -1.9641 0.0545 -0.2650 0.2945
O 5.0243 -1.0036 -0.9969 -0.3753 1.0071 -1.3499
O 3.7384 -0.4946 -2.8315 0.8987 0.3383 0.6181
C 2.9228 -1.6270 -2.5373 -0.3417 -0.4392 0.0076
H 7.0432 2.0155 -1.9415 -0.3165 -0.1908 -0.1347
H 6.2417 1.3381 -0.5111 0.0785 -0.2070 -0.1485
H 7.3021 0.3069 -1.5404 -0.2190 0.0820 0.1366
H 2.4504 -1.5179 -1.5557 0.2188 -0.1043 -0.1102
H 3.5110 -2.5491 -2.5850 -0.0712 0.1930 0.1906
H 2.1351 -1.6820 -3.2937 0.2596 0.2690 0.0493
```
Positions in Å, forces in eV/Å.

Computed properties:
SMILES string: CP(C)#P(S)CCSc1nnco1.COC(=O)OC
Largest force on an atom in eV Å⁻¹: 7.2
Orbital gap in eV: 8.2
Relative energy (zero: lowest compared OMol25 entry of this formula, charge and spin) in kJ/mol: 298.7

---

[4]
Below is a cluster of 2 separate species, C9H18N5 in total, with properties calculated with the ωB97M-V functional and the def2-TZVPD basis.

Structure (XYZ):
```
32
Properties=species:S:1:pos:R:3:forces:R:3
C 1.1884 -1.2812 -1.4504 6.3376 -0.8528 -2.0978
C 1.9969 -1.1902 0.8270 -1.7686 0.7618 -0.4454
C 1.3953 1.9340 -1.3941 1.2674 0.9112 3.6514
C 2.6519 1.8744 -0.4560 1.0961 -0.8664 -1.7792
C 1.2658 2.2091 -0.1037 2.7468 -1.8622 -5.8167
C -0.2408 -0.4449 0.1226 -0.0173 0.0967 -1.4699
C -3.4530 1.2606 0.3805 0.4062 1.8698 1.7221
C -3.2761 -1.2604 -0.0756 1.8085 -1.5824 -0.2374
C -2.6597 0.1267 -0.2310 0.1592 -0.7154 -2.0954
N 0.0007 -0.8878 -1.0477 -4.1495 0.6910 0.6509
N 2.1148 -1.8018 -0.3256 0.9984 -0.9846 0.9285
N 0.8551 -0.4417 1.0079 0.3865 1.7516 3.3085
N 2.8777 -1.1734 1.8273 -1.7408 -0.0047 -1.6559
N -1.4329 0.0949 0.5098 3.3652 -0.4456 -0.1127
H 1.2080 -2.1379 -2.1762 -0.3307 0.9470 0.4653
H 1.9723 -0.4694 -1.8171 -2.2064 -0.9919 -0.1733
H 0.9896 1.8900 -2.3715 -0.1613 -0.0023 -0.5243
H 3.1525 0.8883 -0.3776 -0.8374 -0.0472 0.6039
H 3.5182 2.5428 -0.5437 -0.8176 0.6777 0.0231
H 0.6109 2.5315 0.5386 -3.2072 1.7144 3.7397
H -2.9031 2.3038 0.3644 -0.8127 -2.1810 -0.0110
H -4.4173 1.4535 -0.0627 -0.2671 -0.2727 -0.2987
H -3.6626 1.0050 1.5025 0.3930 0.4437 -1.8808
H -3.3709 -1.5492 1.0366 0.1702 0.1632 -1.8672
H -2.5797 -1.9605 -0.7389 -1.1124 1.0102 2.0625
H -4.1844 -1.3886 -0.6057 -1.2983 0.2421 -0.1135
H -2.3639 0.1687 -1.3715 -0.6893 0.6959 2.2015
H 2.9377 -2.4374 -0.5036 -1.4728 1.0171 0.2226
H 0.9429 0.3469 1.7493 -0.3128 -2.0228 -1.8209
H 3.7788 -1.3540 1.5553 2.6303 -0.6457 0.0778
H 2.5711 -1.0916 2.7501 -0.1366 0.2064 1.4765
H -1.4843 0.2399 1.4806 -0.4267 0.2778 1.2659
```
Positions in Å, forces in eV/Å.

Computed properties:
Largest force on an atom in eV Å⁻¹: 6.7
Orbital gap in eV: 9.6
Relative energy (zero: lowest compared OMol25 entry of this formula, charge and spin) in kJ/mol: 328.8
Total charge: +1